{
  "formula": "C4H7N",
  "method": "ωB97M-V with the def2-TZVPD basis set",
  "smiles": "C#CCNC",
  "gap_ha": 0.3675,
  "relative_energy_kj_mol": 457.36,
  "homo_energy_ev": -8.986,
  "largest_force_ev_per_a": 4.36,
  "lumo_energy_ev": 1.01,
  "mol_weight_g_mol": 69.11,
  "elements": ["C", "C", "C", "C", "H", "H", "H", "H", "H", "H", "H", "N"],
  "xyz": [[-2.293218, -0.161832, 0.060054], [0.087851, 0.768171, 0.005208], [1.382738, 0.070803, -0.075262], [2.566535, -0.206542, 0.110711], [-2.690486, -1.301679, 0.177539], [-2.716719, 0.417711, -0.825009], [-2.557223, 0.467227, 1.022338], [-0.176134, -1.213972, 0.450394], [-0.288404, 1.128771, -0.945922], [-0.223283, 1.469022, 0.883157], [3.539028, -0.852483, -0.103898], [-0.764317, -0.419742, -0.180409]],
  "forces_ev_per_a": [[1.1, -1.9, 1.1], [-1.9, -1.0, -0.7], [2.7, 2.4, 1.2], [0.6, -2.3, -1.6], [0.4, 3.1, -0.5], [0.6, -1.1, 1.0], [0.7, -1.3, -1.6], [-3.4, 2.2, -1.7], [1.3, 2.0, -0.2], [1.2, -1.3, -1.2], [-2.6, 2.0, 0.9], [-0.7, -2.7, 3.3]]
}

***

{
  "formula": "C27H28B3FO11",
  "method": "ωB97M-V with the def2-TZVPD basis set",
  "smiles": "C=CC(=O)OCCCCCCB1OBOB(F)O1.O=C1C=CC(=O)C=C1.O=C1C=CC(=O)C=C1.O=C1C=CC(=O)C=C1",
  "gap_ha": 0.2463,
  "homo_energy_ev": -8.561,
  "largest_force_ev_per_a": 5.29,
  "lumo_energy_ev": -1.86,
  "mol_weight_g_mol": 579.94,
  "elements": ["C", "C", "C", "O", "O", "C", "C", "C", "C", "C", "C", "B", "O", "B", "O", "B", "F", "O", "H", "H", "H", "H", "H", "H", "H", "H", "H", "H", "H", "H", "H", "H", "H", "H", "C", "C", "C", "O", "C", "C", "C", "O", "H", "H", "H", "H", "C", "C", "C", "O", "C", "C", "C", "O", "H", "H", "H", "H", "C", "C", "C", "O", "C", "C", "C", "O", "H", "H", "H", "H"],
  "xyz": [[-7.132757, 2.664707, 1.438532], [-6.567795, 2.087775, 0.227492], [-5.493677, 0.882840, 0.221679], [-4.813244, 0.724746, -0.840509], [-5.382455, 0.125638, 1.423111], [-4.442908, -0.977856, 1.294953], [-2.905458, -0.498765, 1.317447], [-2.292479, -0.681846, 2.810848], [-1.370190, 0.556570, 3.284963], [0.196742, 0.389633, 2.966778], [0.564059, 0.232481, 1.404256], [0.948695, 1.639352, 0.662953], [1.513192, 2.792148, 1.347206], [1.626075, 3.934865, 0.432585], [0.563519, 4.308299, -0.509268], [0.031562, 3.064049, -1.035536], [-1.179334, 3.155885, -1.825897], [0.736956, 1.811848, -0.790259], [-7.905164, 2.101293, 2.080992], [-6.835905, 3.742255, 1.752063], [-6.854636, 2.515771, -0.798435], [-4.687559, -1.586392, 0.347403], [-4.569867, -1.714449, 2.180460], [-2.274305, -1.166277, 0.613860], [-2.736323, 0.582816, 0.965822], [-1.745530, -1.692880, 2.882954], [-3.209591, -0.714737, 3.524653], [-1.461469, 0.594420, 4.445114], [-1.834603, 1.541249, 2.910152], [0.677123, -0.487983, 3.533899], [0.711953, 1.362019, 3.330543], [1.483304, -0.482500, 1.356801], [-0.245908, -0.259427, 0.759467], [2.595782, 4.616360, 0.407420], [3.305990, -5.123962, 4.141996], [2.372255, -4.447361, 3.470571], [2.101870, -3.023482, 3.758422], [1.247277, -2.404958, 3.146529], [2.906093, -2.377455, 4.816903], [3.839795, -3.053883, 5.488377], [4.110393, -4.478157, 5.200593], [4.963887, -5.095815, 5.811710], [3.516781, -6.167632, 3.944701], [1.774813, -4.905154, 2.691752], [2.695294, -1.333591, 5.014213], [4.437162, -2.595943, 6.267125], [-0.710770, -2.440665, -4.367671], [-1.643897, -1.759818, -5.035275], [-1.911511, -0.336065, -4.741119], [-2.764794, 0.285499, -5.349307], [-1.104757, 0.303268, -3.680930], [-0.171722, -0.377740, -3.013419], [0.095788, -1.800287, -3.307189], [0.950014, -2.423379, -2.698806], [-0.501959, -3.484050, -4.569425], [-2.242972, -2.213438, -5.815369], [-1.312874, 1.346354, -3.478819], [0.427058, 0.076342, -2.233721], [3.054296, 2.197696, -3.104228], [4.352461, 2.309047, -2.816075], [5.390321, 2.009280, -3.824573], [6.575663, 2.108808, -3.561413], [4.934967, 1.582891, -5.164360], [3.636926, 1.471572, -5.452678], [2.599105, 1.771803, -4.444384], [1.412292, 1.672803, -4.708518], [2.281458, 2.409851, -2.379945], [4.702954, 2.620366, -1.839559], [5.708432, 1.367895, -5.891095], [3.286602, 1.160072, -6.429050]],
  "forces_ev_per_a": [[0.7, -0.6, -1.5], [-0.2, -0.2, 2.0], [-0.7, -0.4, -2.7], [-2.4, 0.3, 4.7], [0.3, 1.0, -2.4], [1.3, -1.2, -0.5], [0.7, -0.6, 0.3], [-0.7, 0.6, 0.0], [0.0, -0.9, 1.0], [0.1, 1.0, -0.1], [0.6, 0.0, -0.2], [0.4, 0.3, 0.2], [-1.0, 0.3, -3.5], [-1.4, -0.6, 0.3], [0.8, -4.1, 0.8], [-1.0, 0.8, -0.9], [3.6, -0.6, 2.2], [-2.0, 2.3, 1.7], [2.6, 0.3, -0.1], [-1.8, -1.4, -1.4], [2.0, 0.1, 1.6], [0.4, 1.2, 1.3], [-0.2, 1.6, -1.3], [-1.2, 1.0, 0.9], [-0.7, -1.6, 0.5], [-0.7, 1.6, 0.0], [1.6, 0.0, -1.1], [0.2, 0.0, -1.9], [0.9, -1.4, 0.3], [-1.2, 1.5, -0.9], [-0.7, -1.6, -0.5], [-1.5, 1.2, -0.1], [1.1, 0.5, 1.1], [0.0, 0.0, 0.3], [-0.3, 0.0, -0.3], [0.2, -0.3, 0.1], [-0.3, 0.2, -0.3], [0.4, -0.6, 0.2], [0.2, 0.0, 0.2], [-0.2, 0.3, -0.1], [0.4, -0.3, 0.3], [-0.3, 0.3, -0.2], [0.0, 0.0, 0.0], [0.0, 0.1, 0.0], [0.0, 0.0, 0.0], [0.0, 0.0, 0.0], [-0.3, 0.0, -0.3], [0.2, -0.4, 0.0], [-0.4, 0.4, -0.2], [0.3, -0.3, 0.2], [0.2, 0.0, 0.3], [-0.2, 0.1, -0.1], [0.3, -0.1, 0.3], [-0.2, 0.1, -0.2], [0.0, 0.0, 0.0], [0.0, 0.0, 0.0], [0.0, 0.0, 0.0], [0.0, -0.1, -0.1], [0.3, 0.1, 0.1], [-0.4, 0.0, 0.1], [0.6, 0.0, 0.1], [-0.5, 0.0, -0.1], [-0.3, -0.1, -0.2], [0.3, 0.0, -0.1], [-0.6, -0.1, -0.2], [0.6, 0.2, 0.1], [0.0, -0.1, 0.0], [0.0, 0.0, 0.0], [0.0, 0.0, 0.0], [0.0, 0.0, 0.0]]
}

***

{
  "formula": "C5H13NO",
  "method": "ωB97M-V with the def2-TZVPD basis set",
  "smiles": "CCC(N)=O.CC",
  "gap_ha": 0.3829,
  "relative_energy_kj_mol": 92.99,
  "homo_energy_ev": -9.733,
  "largest_force_ev_per_a": 3.32,
  "lumo_energy_ev": 0.69,
  "mol_weight_g_mol": 103.16,
  "elements": ["C", "C", "C", "O", "N", "H", "H", "H", "H", "H", "H", "H", "C", "C", "H", "H", "H", "H", "H", "H"],
  "xyz": [[-0.819971, 1.251102, 0.679125], [-2.259964, 1.721336, 0.868243], [-0.123397, 1.296673, 2.072234], [-0.723662, 1.492837, 3.108849], [1.146482, 0.781909, 2.169343], [-0.827458, 0.154314, 0.647533], [-0.181904, 1.858591, 0.043287], [-2.224029, 2.816473, 0.855903], [-2.747566, 1.521848, 1.808278], [1.299421, 0.437807, 3.107504], [1.664677, 0.396791, 1.398294], [-2.893741, 1.312393, 0.083072], [0.961827, -1.473117, -2.757118], [1.222189, -2.319976, -1.477502], [0.018851, -1.794331, -3.207061], [0.852533, -0.475093, -2.320071], [1.675063, -1.598897, -3.557843], [2.243441, -2.052726, -1.207021], [1.024575, -3.364529, -1.723317], [0.692629, -1.963404, -0.591739]],
  "forces_ev_per_a": [[0.0, -0.2, 3.3], [0.2, 1.1, -0.9], [-0.4, -1.1, 0.2], [-0.2, 0.6, -0.1], [-0.1, 0.3, 0.0], [0.3, 0.2, -1.4], [-0.3, -0.6, -0.8], [-0.4, -0.1, -0.4], [0.4, -0.7, 0.4], [0.5, 0.1, -0.2], [-0.2, 0.0, 0.0], [0.0, 0.4, -0.2], [-1.4, -0.4, 1.5], [0.6, 0.7, -1.0], [-0.2, 0.4, 0.1], [0.2, 0.3, -1.1], [0.6, 0.3, 0.2], [0.4, -0.9, 0.0], [0.4, 0.0, 0.7], [-0.7, -0.2, -0.4]]
}